(one)
A cluster of 2 separate species, C2H3BrN2S in total. Source: the Open Molecules 2025 dataset; level of theory: the ωB97M-V functional and the def2-TZVPD basis.

Element x y z (Å)
H  -1.669  -1.699  1.866
C  -0.821  -1.215  1.821
N  0.023  0.226  0.150
S  4.052  2.202  0.525
N  -0.397  -0.384  1.022
C  3.359  0.802  -0.011
H  2.235  0.588  -0.118
Br  4.321  -0.825  -0.165
H  -0.174  -1.280  2.785

Results
Net charge = 0
LUMO energy = -0.78 eV
Gap between HOMO and LUMO = 8.271 eV
M = 167.03 g mol⁻¹
HOMO energy = -9.053 eV

---

(two)
A structure of composition C2H3BrN2S. Source: the Open Molecules 2025 dataset; level of theory: the ωB97M-V functional and the def2-TZVPD basis.

Element x y z (Å)
N  -0.187  -1.132  -1.052
H  1.438  0.961  -2.087
N  -0.709  -1.032  -0.008
H  -2.245  -0.441  1.212
Br  2.359  0.174  0.228
H  -0.463  -0.657  1.908
S  -0.074  1.892  -0.339
C  1.099  0.959  -0.962
C  -1.217  -0.724  1.101

Results
Net charge = 0
LUMO energy = -0.50 eV
Gap between HOMO and LUMO = 8.232 eV
M = 167.03 g mol⁻¹
HOMO energy = -8.732 eV

---

What are the relative energies? In kJ/mol: (one) 29.0; (two) 0.0.

---

(one)
A cluster of 2 separate species, C2H6N2O2S in total. Source: the Open Molecules 2025 dataset; level of theory: the ωB97M-V functional and the def2-TZVPD basis.

Element x y z (Å)
S  -3.118  -0.136  0.416
H  1.607  1.655  0.920
N  0.341  -1.226  -0.801
H  1.002  1.292  -0.876
C  1.090  -0.447  0.229
H  2.262  -0.594  0.034
H  -0.136  1.553  0.437
O  -2.100  -0.381  -0.638
H  0.800  -0.906  1.144
H  -0.707  -0.987  -0.725
C  0.892  1.056  0.209
N  0.847  -1.796  -1.686
O  -2.778  0.917  1.338

Results
Net charge = 0
LUMO energy (spin up / spin down) = -2.17 / -2.17 eV
Gap between HOMO and LUMO (spin up / spin down) = 5.088 / 5.086 eV
M = 122.15 g mol⁻¹
HOMO energy (spin up / spin down) = -7.255 / -7.254 eV

---

(two)
An isolated molecule of C2H6N2O2S. Source: the Open Molecules 2025 dataset; level of theory: the ωB97M-V functional and the def2-TZVPD basis.

Element x y z (Å)
O  -1.882  -1.535  -0.085
C  1.309  0.430  -0.724
H  1.737  -0.314  -1.408
O  -3.116  1.229  0.436
N  0.321  -0.137  0.169
H  1.069  -1.064  1.765
H  1.298  -1.908  0.334
N  0.683  -1.288  0.856
C  -1.958  1.101  0.224
H  2.115  0.871  -0.135
S  -1.233  -0.393  -0.686
H  0.829  1.212  -1.308
H  -1.172  1.796  0.563

Results
Net charge = 0
LUMO energy = 0.22 eV
Gap between HOMO and LUMO = 9.075 eV
M = 122.15 g mol⁻¹
HOMO energy = -8.854 eV

---

What are the relative energies? In kJ/mol: (one) 87.5; (two) 0.0.

---

(one)
An isolated molecule of C8H15N3O2S. Source: the Open Molecules 2025 dataset; level of theory: the ωB97M-V functional and the def2-TZVPD basis.

Element x y z (Å)
H  3.368  1.872  -1.368
H  3.297  1.142  0.783
C  -2.129  -1.107  0.324
H  2.499  -0.256  -2.204
C  1.046  1.163  1.208
H  1.066  1.521  2.166
H  0.961  0.318  -2.050
O  3.036  -1.637  0.065
S  1.723  -1.137  -0.207
N  -0.148  1.805  0.637
H  -2.432  -0.586  -1.678
C  -2.165  -1.511  -1.130
C  1.811  0.208  -1.481
H  -1.186  -1.974  -1.283
H  -3.328  -0.091  1.764
C  0.996  -0.291  1.231
H  0.678  -0.873  2.094
C  -3.464  -0.549  0.846
N  -1.136  1.086  0.486
C  2.311  1.681  0.445
H  -1.859  -1.946  0.996
C  2.351  1.569  -1.091
H  1.697  2.328  -1.388
H  2.383  2.792  0.719
H  -3.834  0.268  0.304
O  0.759  -2.105  -0.685
N  -1.112  -0.166  0.627
H  -2.961  -2.295  -1.097
H  -4.228  -1.226  0.966

Results
Net charge = 0
LUMO energy = -0.57 eV
Gap between HOMO and LUMO = 8.318 eV
M = 217.29 g mol⁻¹
HOMO energy = -8.885 eV

---

(two)
An isolated molecule of C8H15N3O2S. Source: the Open Molecules 2025 dataset; level of theory: the ωB97M-V functional and the def2-TZVPD basis.

Element x y z (Å)
O  4.196  0.769  0.851
H  -1.826  -0.726  -0.577
H  2.302  -0.812  1.352
H  3.498  2.776  0.091
H  0.613  1.709  1.255
N  -0.315  0.201  0.178
H  -2.438  -0.484  1.735
H  -1.672  0.817  -4.775
H  -0.390  1.418  -2.836
H  -0.633  0.880  3.001
H  -0.647  -1.787  -0.382
N  3.020  0.985  0.817
C  -1.106  -0.947  0.092
H  0.898  0.026  3.391
C  -1.195  -0.209  -4.625
N  -0.192  0.940  -0.983
H  0.223  -1.854  2.013
S  -1.581  -0.562  -2.851
H  -2.179  -2.171  1.561
C  2.044  0.203  1.090
C  -0.588  -1.209  2.525
C  -0.760  0.758  -2.102
H  -1.802  -0.907  -5.173
O  2.639  2.257  0.343
C  0.060  0.188  2.605
H  -0.933  -1.476  3.488
C  -1.701  -1.221  1.508
H  -0.138  -0.206  -4.846
C  0.603  0.644  1.254

Results
Net charge = 0
LUMO energy = 0.77 eV
Gap between HOMO and LUMO = 8.347 eV
M = 217.29 g mol⁻¹
SMILES = CS/C=N\N1CCCC[C@H]1/C=[N+](/[O-])O
HOMO energy = -7.580 eV

---

What are the relative energies? In kJ/mol: (one) 0.0; (two) 47.2.

---

(one)
A cluster of 2 separate species, C6H15NO in total. Source: the Open Molecules 2025 dataset; level of theory: the ωB97M-V functional and the def2-TZVPD basis.

Element x y z (Å)
C  0.075  1.371  1.301
H  -1.323  -0.670  2.243
H  -0.265  -0.636  -1.184
C  0.637  1.356  -1.039
C  0.844  2.176  0.262
H  -0.479  -1.898  1.348
H  -2.437  -3.089  -1.604
C  -0.978  -0.943  1.239
C  0.462  -0.083  -0.611
C  1.808  -0.889  -0.535
H  0.621  1.315  2.245
H  1.903  2.260  0.524
H  1.412  1.558  -1.764
N  -0.018  0.033  0.771
H  -1.836  -0.991  0.568
H  2.598  -0.323  -1.005
O  -2.822  -2.498  -0.936
H  0.453  3.178  0.101
H  2.083  -1.054  0.507
H  -0.906  1.755  1.564
H  1.628  -1.886  -0.951
H  -0.237  1.760  -1.567
H  -3.224  -1.801  -1.479

Results
Net charge = +1
LUMO energy (spin up / spin down) = -2.71 / -6.53 eV
Gap between HOMO and LUMO (spin up / spin down) = 12.239 / 8.571 eV
Expectation value of S² = 0.754
M = 117.19 g mol⁻¹
Multiplicity = 2
HOMO energy (spin up / spin down) = -14.952 / -15.101 eV

---

(two)
A cluster of 2 separate species, C6H15NO in total. Source: the Open Molecules 2025 dataset; level of theory: the ωB97M-V functional and the def2-TZVPD basis.

Element x y z (Å)
H  1.162  2.566  -0.643
H  -0.915  -0.410  -2.806
H  -0.320  0.383  3.232
C  0.669  1.307  0.975
C  1.096  2.640  0.444
H  0.537  3.586  0.676
H  1.442  -1.551  -1.317
H  0.707  0.739  0.052
H  0.377  -3.425  -0.281
H  -1.885  0.553  3.073
H  -0.088  0.389  -1.556
C  -0.527  -0.470  -1.752
C  0.424  -1.789  -1.682
H  1.555  0.768  1.609
O  -1.833  1.116  0.797
H  2.062  2.875  0.695
H  -1.076  -3.222  -1.309
N  -0.947  0.608  2.649
H  -0.577  -2.276  0.160
H  0.465  -2.122  -2.703
H  -1.273  -0.761  -1.139
C  -0.272  -2.729  -0.659
C  -0.783  1.226  1.485

Results
Net charge = +1
LUMO energy (spin up / spin down) = -5.07 / -9.06 eV
Gap between HOMO and LUMO (spin up / spin down) = 9.230 / 5.231 eV
Expectation value of S² = 0.755
M = 117.19 g mol⁻¹
Multiplicity = 2
HOMO energy (spin up / spin down) = -14.297 / -14.289 eV

---

What are the relative energies? In kJ/mol: (one) 0.0; (two) 417.6.